Entry 1:
This record from OMol25 describes a molecular structure, C25H46IrO3P2S in a non-equilibrium geometry. The level of theory is ωB97M-V with the def2-TZVPD basis set.

Structure (ORCA input):
```
! RIJCOSX wB97M-V def2-TZVPD def2/J DEFGRID3
* xyz 1 5
Ir -1.00 -1.87 0.77
C 1.42 0.39 1.30
C 0.34 0.19 2.15
C 1.11 -1.91 1.42
C 1.91 -0.87 0.86
C 0.13 -1.27 2.36
C 2.16 1.68 1.16
H 1.58 2.53 1.53
H 2.49 1.90 0.13
H 3.10 1.62 1.74
C 3.14 -1.09 0.07
H 3.40 -0.26 -0.61
H 2.98 -1.99 -0.55
H 4.00 -1.30 0.73
C 1.67 -3.26 1.71
H 2.17 -3.30 2.71
H 2.41 -3.58 0.96
H 0.83 -3.97 1.72
C -0.09 -1.86 3.73
H 0.87 -1.93 4.27
H -0.53 -2.87 3.63
H -0.78 -1.21 4.30
C -0.28 1.20 3.01
H 0.42 1.60 3.76
H -1.14 0.77 3.55
H -0.62 2.08 2.44
C 1.18 3.46 -2.76
C 1.07 4.19 -1.64
C 0.04 4.17 -0.55
C -1.41 4.12 -1.06
C -1.92 2.69 -1.15
C -1.17 1.75 -1.67
C 0.16 1.32 -1.77
C 0.65 2.07 -3.04
H 0.22 5.08 0.03
H -1.48 4.62 -2.04
H 0.18 3.36 0.16
H -0.18 2.20 -3.77
H 1.72 3.92 -3.60
H 1.84 4.95 -1.46
H 1.48 1.52 -3.53
H 0.82 1.57 -0.91
H -0.38 -3.17 -0.04
H 0.19 0.22 -1.88
H -2.04 4.71 -0.39
H -2.98 2.58 -1.04
P -2.37 -0.99 -0.73
P -2.34 -3.39 1.48
C -3.84 -2.19 -0.49
C -3.54 -3.56 0.08
H -4.29 -2.28 -1.48
H -4.51 -1.63 0.17
H -4.47 -4.00 0.47
H -3.10 -4.24 -0.66
C -1.91 -5.13 1.85
H -1.21 -5.20 2.70
H -1.47 -5.59 0.95
H -2.81 -5.70 2.12
C -3.48 -2.71 2.76
H -4.41 -3.29 2.76
H -3.72 -1.66 2.52
H -3.01 -2.77 3.76
C -1.57 -1.80 -2.18
H -1.16 -0.96 -2.74
H -2.32 -2.33 -2.79
H -0.75 -2.48 -1.88
C -3.67 0.11 -1.54
H -4.27 0.58 -0.75
H -4.37 -0.45 -2.19
H -3.17 0.87 -2.15
C 6.16 3.04 -2.42
S 4.36 2.96 -2.29
O 4.04 4.27 -1.70
O 3.87 2.76 -3.67
O 4.08 1.82 -1.40
H 6.44 3.80 -3.15
H 6.55 2.06 -2.72
H 6.55 3.32 -1.44
*
```

Properties
Energy above the lowest of the compared OMol25 structures with the same formula, charge and spin (kJ/mol): 245.5
LUMO energy (spin up / spin down) (eV): -5.126 / -6.967
E_HOMO (spin up / spin down) (eV): -9.45 / -9.45
DFT total energy (hartree): -2390.54813

Results of the Mulliken charge analysis, in e, for atoms 1 through 6: atom 1 (Ir): -0.65, atom 2 (C): 1.53, atom 3 (C): -0.64, atom 4 (C): -0.02, atom 5 (C): 0.53, atom 6 (C): 1.62



Entry 2:
This record from OMol25 describes CHBr2Cl2P in the gas phase in a non-equilibrium geometry. The level of theory is ωB97M-V with the def2-TZVPD basis set.

Structure (ORCA input):
```
! RIJCOSX wB97M-V def2-TZVPD def2/J DEFGRID3
* xyz 0 1
C -0.96 -0.64 -0.56
P 0.38 0.16 0.32
Cl -0.12 -0.23 2.12
Cl 0.02 2.05 -0.10
Br 3.00 0.81 1.17
Br -1.08 -0.47 -2.45
H -1.24 -1.68 -0.49
*
```

Properties
Energy above the lowest of the compared OMol25 structures with the same formula, charge and spin (kJ/mol): 213.2
SMILES: ClP(Cl)(Br)=CBr
LUMO energy (spin up / spin down) (eV): -2.656 / -2.114
E_HOMO (spin up / spin down) (eV): -9.34 / -9.44
DFT total energy (hartree): -6448.42535

Results of the Mulliken charge analysis, in e, for atoms 1 through 6: atom 1 (C): -0.36, atom 2 (P): 0.60, atom 3 (Cl): -0.11, atom 4 (Cl): -0.11, atom 5 (Br): -0.34, atom 6 (Br): -0.05



Entry 3:
This record from OMol25 describes a molecular structure, C12H7F3NO6S3V in a non-equilibrium geometry. The level of theory is ωB97M-V with the def2-TZVPD basis set.

Structure (ORCA input):
```
! RIJCOSX wB97M-V def2-TZVPD def2/J DEFGRID3
* xyz 2 1
V 0.28 -0.99 -1.53
F 3.82 -0.01 1.32
C 4.62 -0.71 0.51
F 5.85 -0.21 0.52
F 4.67 -1.94 1.05
C 3.98 -0.69 -0.88
C 4.75 -0.34 -1.98
C 4.15 -0.17 -3.23
C 2.77 -0.31 -3.36
N 2.02 -0.58 -2.25
C 2.60 -0.88 -1.05
S 1.52 -1.68 0.23
H 5.78 -0.10 -1.82
H 4.63 0.17 -4.15
H 2.17 -0.02 -4.19
O -6.13 0.20 -0.51
S -4.71 0.25 -0.55
O -3.84 0.26 -1.66
O -0.62 -1.90 -2.31
C -3.90 0.35 0.98
C -4.76 0.11 2.07
C -4.24 0.15 3.34
C -2.88 0.41 3.51
C -2.05 0.69 2.45
C -2.53 0.74 1.17
S -1.19 1.49 0.01
O -0.06 1.63 0.88
O -1.65 2.53 -0.83
O -0.94 0.32 -0.93
H -5.78 -0.13 1.88
H -4.86 0.00 4.19
H -2.42 0.40 4.48
H -1.03 0.96 2.63
*
```

Properties
LUMO energy (spin up / spin down) (eV): -9.427 / -9.426
E_HOMO (spin up / spin down) (eV): -16.53 / -16.53
DFT total energy (hartree): -3405.15094

Results of the Mulliken charge analysis, in e, for atoms 1 through 6: atom 1 (V): 1.35, atom 2 (F): -0.19, atom 3 (C): 0.62, atom 4 (F): -0.24, atom 5 (F): -0.20, atom 6 (C): 0.15



Entry 4:
This record from OMol25 describes 10 unconnected molecules or ions with the total composition C6H34NO9 in a non-equilibrium geometry. The level of theory is ωB97M-V with the def2-TZVPD basis set.

Structure (ORCA input):
```
! RIJCOSX wB97M-V def2-TZVPD def2/J DEFGRID3
* xyz 1 1
C -1.32 1.88 -2.69
C -2.63 2.24 -1.86
C -2.76 1.59 -0.47
C -1.43 1.67 0.35
C -1.54 1.73 1.91
C -2.21 0.50 2.48
N -1.14 -0.50 2.81
H -1.39 2.46 -3.64
H -0.27 2.13 -2.23
H -1.36 0.88 -3.05
H -3.48 1.95 -2.54
H -2.63 3.28 -1.62
H -3.74 1.97 0.01
H -2.97 0.50 -0.32
H -0.73 0.90 0.03
H -0.83 2.58 0.13
H -0.48 2.01 2.25
H -2.11 2.66 2.01
H -2.90 0.13 1.75
H -2.81 0.57 3.45
H -0.89 -1.15 2.00
H -0.32 -0.03 3.18
H -1.30 -1.28 3.55
H 1.81 -1.89 -2.80
H 1.49 -1.05 -1.57
O 1.47 -1.03 -2.54
H -1.20 -4.87 -0.98
H -1.49 -3.32 -1.50
O -1.34 -3.97 -0.79
H 2.27 0.05 2.82
H 2.10 -1.46 3.28
O 1.86 -0.53 3.40
H 4.96 -0.17 -1.39
H 3.44 0.14 -0.94
O 4.36 0.25 -0.79
H 1.82 -2.01 0.74
H 3.14 -1.28 0.52
O 2.52 -1.92 0.11
H -1.97 -1.64 -3.31
H -2.81 -2.98 -3.40
O -2.01 -2.59 -3.08
H 3.12 3.04 -0.85
H 3.91 2.19 0.04
O 3.02 2.52 -0.05
H 4.71 0.24 1.49
H 3.34 0.85 1.40
O 3.77 0.02 1.57
H -0.30 -1.78 -0.08
H -0.45 -3.21 0.45
O -0.31 -2.28 0.74
*
```

Properties
Energy above the lowest of the compared OMol25 structures with the same formula, charge and spin (kJ/mol): 0.0
LUMO energy (eV): -2.582
E_HOMO (eV): -13.70
DFT total energy (hartree): -980.64392

Results of the Mulliken charge analysis, in e, for atoms 1 through 6: atom 1 (C): -0.72, atom 2 (C): -0.60, atom 3 (C): -0.50, atom 4 (C): -0.35, atom 5 (C): -0.76, atom 6 (C): -0.53



Entry 5:
This record from OMol25 describes a molecular structure, C24H15BCo2F3NO6 in a non-equilibrium geometry. The level of theory is ωB97M-V with the def2-TZVPD basis set.

Structure (ORCA input):
```
! RIJCOSX wB97M-V def2-TZVPD def2/J DEFGRID3
* xyz 0 1
C -2.62 -4.19 2.16
N -1.75 -3.12 1.63
C -2.18 -1.97 1.12
C -1.04 -1.16 0.46
C 0.12 -1.89 1.29
C -0.37 -3.09 1.84
C 0.42 -4.05 2.53
C 1.79 -3.73 2.74
C 2.25 -2.52 2.26
B 3.92 -2.14 2.53
F 4.14 -0.85 2.04
F 4.07 -2.22 3.91
F 4.59 -3.14 1.83
C 1.43 -1.58 1.61
H -2.11 -5.17 2.21
H -3.00 -3.97 3.16
H -3.49 -4.29 1.51
H -3.21 -1.91 0.82
H -1.08 -0.16 1.02
H 0.01 -4.99 2.95
H 2.43 -4.41 3.30
H 1.83 -0.65 1.23
O 2.92 2.05 0.59
C 2.18 1.38 -0.02
Co 1.12 0.51 -1.07
C 1.89 0.48 -2.57
O 2.43 0.47 -3.62
C 0.34 -1.23 -1.38
O 0.68 -2.31 -1.56
C -0.54 1.63 -1.42
C -0.02 2.86 -2.00
C 0.54 3.87 -1.15
C 1.31 4.89 -1.69
C 1.48 4.97 -3.07
C 0.84 4.05 -3.92
C 0.09 2.99 -3.39
C -1.41 0.65 -1.26
C -1.21 -0.86 -1.11
Co -2.26 1.94 -0.30
C -1.53 2.39 1.24
O -1.00 2.65 2.23
C -3.69 1.02 0.14
O -4.64 0.45 0.42
C -3.13 3.28 -1.02
O -3.71 4.17 -1.46
H 0.38 3.78 -0.06
H 1.76 5.60 -1.03
H 2.11 5.76 -3.49
H 0.95 4.14 -5.01
H -0.38 2.27 -4.03
H -2.16 -1.54 -0.95
H -1.49 -1.06 -2.20
*
```

Properties
Energy above the lowest of the compared OMol25 structures with the same formula, charge and spin (kJ/mol): 653.4
LUMO energy (eV): -2.721
E_HOMO (eV): -7.82
DFT total energy (hartree): -4519.48639

Results of the Mulliken charge analysis, in e, for atoms 1 through 6: atom 1 (C): -0.92, atom 2 (N): 0.36, atom 3 (C): -1.07, atom 4 (C): 0.58, atom 5 (C): 0.14, atom 6 (C): -0.35



Entry 6:
This record from OMol25 describes C5H10O in the gas phase. The level of theory is ωB97M-V with the def2-TZVPD basis set.

Structure (ORCA input):
```
! RIJCOSX wB97M-V def2-TZVPD def2/J DEFGRID3
* xyz 0 1
C 1.50 0.35 0.51
C 0.80 0.27 -0.87
C -0.61 -0.02 -0.38
C -0.80 -1.49 -0.02
C -1.21 1.09 0.35
O -1.85 0.59 -0.80
H 1.10 -0.38 1.23
H 1.28 1.33 0.95
H 2.58 0.20 0.46
H 1.20 -0.51 -1.53
H 0.92 1.22 -1.39
H 0.02 -2.11 -0.40
H -0.91 -1.68 1.05
H -1.72 -1.78 -0.53
H -0.77 2.07 0.16
H -1.62 0.96 1.34
*
```

Properties
Energy above the lowest of the compared OMol25 structures with the same formula, charge and spin (kJ/mol): 170.2
SMILES: CC[C@@]1(C)CO1
LUMO energy (eV): 1.044
E_HOMO (eV): -10.02
DFT total energy (hartree): -271.68779

Results of the Mulliken charge analysis, in e, for atoms 1 through 6: atom 1 (C): -0.93, atom 2 (C): -0.75, atom 3 (C): 1.14, atom 4 (C): -1.41, atom 5 (C): -0.68, atom 6 (O): -0.52



Question: The highest DFT total energy belongs to which entry?
Answer: C5H10O